[1]
Molecular formula: C4H6NO2
Method: DFT, ωB97M-V/def2-TZVPD

Computed properties:
Highest occupied orbital energy (alpha / beta) ... -15.34 / -16.28 eV
HOMO-LUMO gap (alpha / beta) ... 11.260 / 7.761 eV
Lowest unoccupied orbital energy (alpha / beta) ... -4.08 / -8.52 eV
ΔE to the lowest compared entry with this formula, charge and spin ... 14.9 kcal per mole
Multiplicity ... 3
⟨S²⟩ ... 2.027
Net charge ... +1
Max |F| ... 4.03 eV Å⁻¹
Electronic energy ... -360.7835 Ha

CARTESIAN COORDINATES (ANGSTROEM)
C1 1.82 -0.31 0.09
C2 -0.81 0.64 0.23
C3 -0.12 1.92 -0.17
C4 -0.41 -1.86 -0.21
N1 -0.26 -0.59 0.28
O1 2.74 -0.23 0.69
O2 -1.86 0.41 0.74
H1 0.69 1.89 -0.92
H2 -0.90 2.68 -0.38
H3 0.40 2.08 0.76
H4 -1.47 -2.09 -0.21
H5 0.28 -2.56 0.37
H6 -0.10 -1.98 -1.26



[2]
Molecular formula: C14H15FN2O3Ti
Method: DFT, ωB97M-V/def2-TZVPD

Computed properties:
Highest occupied orbital energy ... -14.05 eV
HOMO-LUMO gap ... 3.657 eV
Lowest unoccupied orbital energy ... -10.39 eV
Net charge ... +2
Max |F| ... 3.76 eV Å⁻¹
Electronic energy ... -1826.1563 Ha

CARTESIAN COORDINATES (ANGSTROEM)
C1 -3.95 -1.96 -0.55
C2 -3.36 -0.65 -1.19
O1 -3.73 0.46 -0.86
N1 -2.35 -0.70 -2.25
C3 -0.98 -0.47 -1.71
C4 -0.43 -1.86 -1.18
C5 1.10 -1.86 -0.74
C6 1.91 -0.56 -1.07
C7 1.77 0.69 -0.18
C8 2.40 2.03 -0.68
C9 2.30 3.31 0.21
C10 1.64 3.29 1.54
F1 1.57 4.35 2.34
C11 1.05 2.01 1.98
C12 1.11 0.77 1.13
C13 0.35 -0.29 1.98
O2 -0.41 -1.18 1.80
N2 0.69 0.14 3.36
C14 0.31 1.56 3.30
O3 -0.35 2.17 4.06
H1 -4.95 -2.15 -1.00
H2 -3.28 -2.84 -0.79
H3 -4.01 -1.77 0.56
H4 -2.38 -1.61 -2.72
H5 -0.38 -0.15 -2.61
H6 -1.02 0.32 -0.91
H7 -0.56 -2.59 -2.04
H8 -1.14 -2.22 -0.39
H9 1.58 -2.69 -1.34
H10 1.27 -2.16 0.33
H11 3.01 -0.85 -1.10
H12 1.67 -0.26 -2.14
H13 2.91 2.03 -1.68
H14 2.77 4.24 -0.19
H15 -0.14 -0.23 3.86
Ti1 4.00 1.67 0.88



[3]
Molecular formula: C3H4FO2S
Method: DFT, ωB97M-V/def2-TZVPD

Computed properties:
Highest occupied orbital energy (alpha / beta) ... -3.97 / -3.55 eV
HOMO-LUMO gap (alpha / beta) ... 7.295 / 6.929 eV
Lowest unoccupied orbital energy (alpha / beta) ... 3.33 / 3.38 eV
ΔE to the lowest compared entry with this formula, charge and spin ... 123.3 kcal per mole
Net charge ... -1
Max |F| ... 4.30 eV Å⁻¹
Electronic energy ... -765.1051 Ha

CARTESIAN COORDINATES (ANGSTROEM)
C1 0.21 0.82 0.71
C2 -0.29 -0.29 0.32
C3 0.39 -1.62 0.13
O1 -0.22 -4.35 0.76
O2 -1.95 -2.52 0.98
F1 1.74 -1.48 0.44
S1 -0.59 -3.00 1.25
H1 -0.27 1.73 0.69
H2 1.30 1.00 0.82
H3 -1.29 -0.43 0.26
H4 0.47 -1.46 -2.03



[4]
Molecular formula: C47H50N2O3PtS3
Method: DFT, ωB97M-V/def2-TZVPD

Computed properties:
Highest occupied orbital energy ... -12.60 eV
HOMO-LUMO gap ... 6.077 eV
Lowest unoccupied orbital energy ... -6.52 eV
ΔE to the lowest compared entry with this formula, charge and spin ... 39.5 kcal per mole
Net charge ... +2
Max |F| ... 1.04 eV Å⁻¹
Electronic energy ... -3469.5207 Ha

CARTESIAN COORDINATES (ANGSTROEM)
Pt1 -0.94 -0.55 0.18
C1 6.58 -2.75 -0.54
C2 5.24 -2.08 -0.42
C3 5.06 -0.99 0.42
C4 3.83 -0.38 0.56
C5 2.76 -0.86 -0.18
C6 2.90 -1.95 -1.03
C7 4.14 -2.55 -1.14
S1 1.26 0.10 -0.02
O1 1.55 1.13 0.98
C8 0.96 0.63 -1.71
C9 0.57 -0.42 -2.60
C10 0.33 -0.11 -3.90
C11 0.41 1.22 -4.38
C12 0.12 1.53 -5.73
C13 0.13 2.83 -6.15
C14 0.40 3.87 -5.25
C15 0.68 3.60 -3.94
C16 0.71 2.26 -3.47
C17 1.02 1.93 -2.11
C18 1.19 3.01 -1.12
C19 2.33 3.87 -1.17
C20 3.42 3.60 -2.03
C21 4.50 4.43 -2.04
C22 4.55 5.57 -1.20
C23 3.51 5.84 -0.36
C24 2.38 4.99 -0.32
C25 1.30 5.24 0.55
C26 0.24 4.38 0.64
C27 0.21 3.23 -0.19
S2 -1.20 2.10 -0.02
O2 -2.18 2.47 -1.05
C28 -1.84 2.59 1.57
C29 -1.07 2.51 2.73
C30 -1.64 2.86 3.93
C31 -2.97 3.29 4.01
C32 -3.58 3.65 5.33
C33 -3.70 3.40 2.83
C34 -3.14 3.06 1.61
H1 7.37 -2.01 -0.65
H2 6.61 -3.42 -1.39
H3 6.80 -3.33 0.36
H4 5.90 -0.61 0.98
H5 3.70 0.47 1.21
H6 2.07 -2.32 -1.61
H7 4.27 -3.39 -1.81
H8 0.46 -1.43 -2.25
H9 0.05 -0.90 -4.60
H10 -0.10 0.73 -6.41
H11 -0.09 3.07 -7.19
H12 0.38 4.90 -5.59
H13 0.88 4.41 -3.25
H14 3.39 2.74 -2.68
H15 5.34 4.23 -2.70
H16 5.41 6.22 -1.24
H17 3.54 6.71 0.29
H18 1.31 6.13 1.17
H19 -0.57 4.60 1.32
H20 -0.03 2.21 2.67
H21 -1.05 2.81 4.84
H22 -2.86 4.17 5.97
H23 -3.88 2.75 5.87
H24 -4.45 4.28 5.21
H25 -4.72 3.77 2.86
H26 -3.70 3.18 0.69
C35 -3.21 -2.03 -0.88
N1 -3.00 -0.95 0.13
C36 -3.85 0.18 -0.29
C37 -3.48 -1.44 1.47
C38 -2.68 -0.86 2.61
N2 -1.32 -1.43 2.60
C39 -1.35 -2.79 3.15
C40 -0.41 -0.64 3.44
H27 -4.27 -2.30 -0.89
H28 -2.61 -2.89 -0.62
H29 -2.92 -1.65 -1.86
H30 -4.87 -0.18 -0.44
H31 -3.47 0.61 -1.22
H32 -3.85 0.94 0.49
H33 -3.42 -2.53 1.46
H34 -4.54 -1.18 1.55
H35 -3.18 -1.08 3.56
H36 -2.61 0.22 2.52
H37 -1.78 -2.78 4.16
H38 -0.34 -3.18 3.21
H39 -1.94 -3.46 2.53
H40 -0.80 -0.54 4.46
H41 -0.26 0.34 3.01
H42 0.56 -1.14 3.49
C41 1.55 -4.72 -0.11
S3 0.09 -3.90 0.51
O3 -0.21 -2.73 -0.44
C42 -1.09 -5.17 0.11
C43 -1.68 -5.23 -1.14
C44 -2.58 -6.24 -1.41
C45 -2.88 -7.19 -0.44
C46 -2.28 -7.12 0.81
C47 -1.39 -6.10 1.10
H43 1.45 -4.87 -1.18
H44 1.60 -5.68 0.40
H45 2.42 -4.12 0.13
H46 -1.42 -4.49 -1.89
H47 -3.04 -6.31 -2.39
H48 -3.58 -7.98 -0.66
H49 -2.52 -7.86 1.56
H50 -0.93 -6.04 2.08



[5]
Molecular formula: C15H22F3NO14S
Method: DFT, ωB97M-V/def2-TZVPD

Computed properties:
Highest occupied orbital energy ... -9.22 eV
HOMO-LUMO gap ... 9.584 eV
Lowest unoccupied orbital energy ... 0.36 eV
Max |F| ... 0.95 eV Å⁻¹
Electronic energy ... -2390.6785 Ha

CARTESIAN COORDINATES (ANGSTROEM)
C1 4.78 1.07 0.40
C2 3.78 2.02 -0.19
O1 3.95 3.21 -0.17
O2 2.69 1.50 -0.83
C3 2.02 0.44 -0.16
O3 1.01 -0.04 -1.00
S1 -0.25 1.04 -1.18
O4 -0.32 1.26 -2.59
O5 -1.46 0.01 -0.92
C4 -1.75 -0.21 0.48
C5 -2.69 0.84 1.04
C6 -4.12 0.66 0.54
N1 -4.53 1.80 -0.30
H1 5.54 1.64 0.90
H2 5.24 0.48 -0.39
H3 4.34 0.40 1.13
H4 2.69 -0.40 0.01
H5 1.62 0.80 0.79
H6 -2.21 -1.19 0.54
H7 -0.85 -0.25 1.09
H8 -2.66 0.76 2.12
H9 -2.32 1.82 0.74
H10 -4.78 0.59 1.40
H11 -4.21 -0.26 -0.03
H12 -4.54 2.62 0.29
H13 -5.47 1.65 -0.65
C7 -5.33 -0.70 -3.14
C8 -5.76 -1.94 -3.89
O6 -5.56 -2.96 -2.93
C9 -5.68 -2.40 -1.69
O7 -5.80 -3.00 -0.68
O8 -5.64 -1.05 -1.79
F1 -4.99 -2.18 -4.97
H14 -4.25 -0.53 -3.23
H15 -5.86 0.20 -3.44
H16 -6.81 -1.94 -4.20
C10 0.52 2.87 5.44
C11 -0.94 2.47 5.45
O9 -1.14 2.03 4.12
C12 0.05 1.59 3.64
O10 0.19 0.94 2.66
O11 1.06 1.98 4.45
F2 -1.76 3.52 5.70
H17 0.65 3.90 5.11
H18 1.02 2.73 6.39
H19 -1.18 1.66 6.14
C13 5.89 -2.16 -2.76
C14 6.32 -3.61 -2.90
O12 6.86 -3.88 -1.62
C15 6.25 -3.06 -0.72
O13 6.29 -3.19 0.46
O14 5.58 -2.08 -1.37
F3 7.29 -3.77 -3.83
H20 6.71 -1.48 -2.99
H21 5.02 -1.91 -3.37
H22 5.51 -4.31 -3.10



[6]
Molecular formula: C3H6OS
Method: DFT, ωB97M-V/def2-TZVPD

Computed properties:
Highest occupied orbital energy ... -8.80 eV
HOMO-LUMO gap ... 9.239 eV
Lowest unoccupied orbital energy ... 0.44 eV
ΔE to the lowest compared entry with this formula, charge and spin ... 53.9 kcal per mole
Max |F| ... 3.53 eV Å⁻¹
Electronic energy ... -591.2471 Ha
SMILES ... CC[C@@H]1OS1

CARTESIAN COORDINATES (ANGSTROEM)
C1 0.65 -0.38 0.33
C2 -0.33 0.20 -0.68
C3 -1.75 0.20 -0.13
O1 -2.53 -0.92 -0.25
S1 -3.08 0.33 -1.24
H1 0.83 0.06 1.28
H2 1.72 -0.29 0.00
H3 0.33 -1.49 0.47
H4 -0.43 -0.37 -1.61
H5 -0.02 1.32 -0.87
H6 -2.03 0.91 0.73